(1)
DFT (ωB97M-V with the def2-TZVPD basis set) results for a 2-piece molecular cluster, C2H9NOS overall at a distorted geometry.

The geometry in XYZ format:
```
14
C2H9NOS | the Open Molecules 2025 dataset | ωB97M-V with the def2-TZVPD basis set
C -2.0103 2.5881 3.3647
S -2.1826 3.7721 1.9978
H -0.9744 2.7508 3.6536
H -2.5498 2.7667 4.2717
H -2.5259 1.6089 3.0997
H -1.5087 4.8373 2.3685
N 2.0662 -2.9474 -1.3737
C 2.0976 -3.9399 -2.4129
O 2.2506 -3.2739 -3.6642
H 2.7398 -2.2818 -1.3765
H 1.1888 -2.3913 -1.4660
H 2.7815 -4.7025 -2.3108
H 0.9927 -4.3140 -2.5753
H 1.7854 -3.6934 -4.4109
```

Values from the calculation:
E_LUMO (spin up / spin down) in eV: -4.3 / -9.6
Spin multiplicity: 2
ΔE to the lowest compared entry with this formula, charge and spin in kJ/mol: 181.1
Highest occupied orbital energy (spin up / spin down) in Eh: -0.418 / -0.418
Total charge: +1
E_tot in eV: -16581.7911
<S²>: 0.753

***

(2)
DFT (ωB97M-V with the def2-TZVPD basis set) results for a 2-piece molecular cluster, C2H9NOS2 overall at a distorted geometry.

The geometry in XYZ format:
```
15
C2H9NOS2 | the Open Molecules 2025 dataset | ωB97M-V with the def2-TZVPD basis set
C 0.0215 -1.3972 -2.2291
S -0.8385 -1.4474 -0.6081
S -1.6035 0.6406 -0.3921
H -0.6047 -0.9972 -3.0304
H 0.9236 -0.7957 -2.0472
H 0.2366 -2.3957 -2.5518
H -2.9290 0.4809 -0.2655
N 0.8631 1.6791 1.8160
C 1.5296 0.4056 1.7391
O 2.5825 0.4774 0.7798
H 1.0881 2.1588 2.6596
H -0.1494 1.6356 1.7257
H 0.8478 -0.3470 1.4087
H 1.9845 0.1819 2.7022
H 2.2653 1.1455 0.1614
```

Values from the calculation:
E_LUMO (spin up / spin down) in eV: 3.8 / 3.8
Spin multiplicity: 2
ΔE to the lowest compared entry with this formula, charge and spin in kJ/mol: 6.1
Highest occupied orbital energy (spin up / spin down) in Eh: -0.012 / -0.127
Total charge: -1
E_tot in eV: -27427.5367
<S²>: 0.754

***

(3)
DFT (ωB97M-V with the def2-TZVPD basis set) results for a 2-piece molecular cluster, C2H9NOS2 overall at a distorted geometry.

The geometry in XYZ format:
```
15
C2H9NOS2 | the Open Molecules 2025 dataset | ωB97M-V with the def2-TZVPD basis set
C 0.2813 2.3350 0.3995
S 0.2023 2.6784 2.1636
S 2.1461 2.5842 2.7903
H 0.1885 3.3330 0.0048
H 1.1167 1.5793 0.2071
H -0.7311 1.8679 0.0849
H 2.2831 3.9062 2.5522
N -0.9746 -1.6015 -1.6958
C -0.5558 -2.7526 -1.0263
O -0.3483 -2.7799 0.4157
H -0.4796 -0.7218 -1.5459
H -1.3242 -1.7659 -2.5852
H 0.2716 -3.1254 -1.6407
H -1.3352 -3.5234 -0.9933
H -0.7411 -2.0133 0.8692
```

Values from the calculation:
E_LUMO (spin up / spin down) in eV: -5.2 / -9.1
Spin multiplicity: 2
ΔE to the lowest compared entry with this formula, charge and spin in kJ/mol: 232.3
Highest occupied orbital energy (spin up / spin down) in Eh: -0.420 / -0.419
Total charge: +1
E_tot in eV: -27417.2302
<S²>: 0.753

***

(4)
DFT (ωB97M-V with the def2-TZVPD basis set) results for C2H9NOSi as an isolated structure at a distorted geometry.

The geometry in XYZ format:
```
14
C2H9NOSi | the Open Molecules 2025 dataset | ωB97M-V with the def2-TZVPD basis set
C 1.5218 -0.0742 -1.4984
C 0.4385 0.5044 0.0967
N -0.5090 -0.5125 0.2052
O 1.1614 0.7205 1.2081
Si -2.0754 -0.1051 0.7521
H 1.7870 -1.1288 -1.1366
H 0.8650 0.0143 -2.3695
H 2.4791 0.5796 -1.5333
H -0.0641 1.4264 -0.1502
H -0.0128 -1.3849 0.1715
H 1.6222 -0.0972 1.5999
H -2.3643 0.5689 -0.4142
H -2.1002 0.7991 1.8259
H -2.7492 -1.3104 1.2428
```

Values from the calculation:
E_LUMO in eV: 0.9
ΔE to the lowest compared entry with this formula, charge and spin in kJ/mol: 429.1
Highest occupied orbital energy in Eh: -0.323
Total charge: 0
E_tot in eV: -13632.7759

***

(5)
DFT (ωB97M-V with the def2-TZVPD basis set) results for a single C2H9NOSi2 molecule at a distorted geometry.

The geometry in XYZ format:
```
15
C2H9NOSi2 | the Open Molecules 2025 dataset | ωB97M-V with the def2-TZVPD basis set
C 0.0881 -1.3307 -1.5957
C -0.6181 -0.9198 -0.3326
O -1.7133 -1.3185 0.0594
N 0.0327 0.1638 0.6069
Si 1.1968 1.1920 -0.3096
Si -1.0128 0.4328 2.0049
H -0.1566 -0.4778 -2.1245
H 1.1409 -1.4460 -1.5033
H -0.2573 -2.2913 -2.0460
H 0.4938 2.3931 -0.9211
H 2.5170 1.5861 0.4494
H 1.8113 0.2880 -1.4049
H -2.4246 0.8848 1.7337
H -0.6608 -0.7932 2.8114
H -0.4370 1.6369 2.5720
```

Values from the calculation:
E_LUMO in eV: 0.7
ΔE to the lowest compared entry with this formula, charge and spin in kJ/mol: 14.1
Highest occupied orbital energy in Eh: -0.366
Structure (SMILES): CC(=O)N([SiH3])[SiH3]
Total charge: 0
E_tot in eV: -21512.0450

***

(6)
DFT (ωB97M-V with the def2-TZVPD basis set) results for a single C2H9NP2 molecule at a distorted geometry.

The geometry in XYZ format:
```
14
C2H9NP2 | the Open Molecules 2025 dataset | ωB97M-V with the def2-TZVPD basis set
C -2.0190 0.6375 0.0419
C -1.2393 -0.6449 -0.3898
N 0.1037 -0.6655 0.1868
P 1.2186 0.6509 -0.2364
P 3.0508 -0.4995 0.1958
H -2.7859 0.7761 -0.8424
H -2.4409 0.7363 1.0782
H -1.3824 1.5184 0.0578
H -1.9033 -1.4702 -0.0788
H -0.9524 -0.7129 -1.5127
H 0.1040 -0.9863 1.1293
H 1.2916 0.3390 -1.5854
H 3.1301 -0.2693 1.6591
H 3.8245 0.5905 0.2966
```

Values from the calculation:
E_LUMO in eV: 1.1
ΔE to the lowest compared entry with this formula, charge and spin in kJ/mol: 34.6
Highest occupied orbital energy in Eh: -0.293
Structure (SMILES): CCN[PH]#[PH2]
Total charge: 0
E_tot in eV: -22285.7856

***

(7)
DFT (ωB97M-V with the def2-TZVPD basis set) results for a 2-piece molecular cluster, C2H9NS overall at a distorted geometry.

The geometry in XYZ format:
```
13
C2H9NS | the Open Molecules 2025 dataset | ωB97M-V with the def2-TZVPD basis set
C -0.3434 0.5790 -0.4021
N -0.4575 -0.9173 -0.3087
C -1.0470 -1.4674 -1.5373
H 0.3201 0.9674 0.3786
H -1.3418 1.0182 -0.4311
H 0.1621 0.9880 -1.2939
H -0.9639 -1.2440 0.5003
H -1.0554 -2.5503 -1.4220
H -2.0872 -1.1606 -1.6515
H -0.5325 -1.2299 -2.4769
S 2.7527 1.0204 3.1040
H 1.7347 1.5150 2.4576
H 2.8591 2.4816 3.0829
```

Values from the calculation:
E_LUMO in eV: 0.8
ΔE to the lowest compared entry with this formula, charge and spin in kJ/mol: 134.1
Highest occupied orbital energy in Eh: -0.321
Structure (SMILES): CNC.S
Total charge: 0
E_tot in eV: -14543.9033

***

(8)
DFT (ωB97M-V with the def2-TZVPD basis set) results for C2H9NS as an isolated structure at a distorted geometry.

The geometry in XYZ format:
```
13
C2H9NS | the Open Molecules 2025 dataset | ωB97M-V with the def2-TZVPD basis set
N 2.4186 1.0417 -0.6514
H 1.4588 1.0327 -0.8926
H -1.2509 -1.3925 2.9360
H 2.8305 1.3543 -1.5306
H 2.6848 1.7152 0.1027
C -0.7819 -0.8830 -0.7425
C -1.1722 0.1459 0.2531
S -0.8227 0.9479 -1.3637
H -1.7182 -1.5576 2.3202
H 0.1912 -1.3864 -0.6282
H -1.3392 -1.4959 -1.3964
H -0.3645 0.3060 0.9933
H -2.1343 0.1717 0.6000
```

Values from the calculation:
E_LUMO in eV: 0.9
ΔE to the lowest compared entry with this formula, charge and spin in kJ/mol: 200.1
Highest occupied orbital energy in Eh: -0.328
Total charge: 0
E_tot in eV: -14543.2201

***

(9)
DFT (ωB97M-V with the def2-TZVPD basis set) results for a 2-piece molecular cluster, C2H9NS2 overall.

The geometry in XYZ format:
```
14
C2H9NS2 | the Open Molecules 2025 dataset | ωB97M-V with the def2-TZVPD basis set
C 0.8075 1.7723 1.6533
N 1.4179 0.4329 1.6707
C 0.7199 -0.4963 0.7625
H 1.5768 2.5468 1.7303
H 0.2829 1.9382 0.7070
H 0.0966 1.9119 2.4641
H 1.2800 0.0369 2.5945
H 0.8797 -1.5212 1.0936
H 1.1089 -0.3456 -0.2378
H -0.3679 -0.3354 0.7287
S -2.9794 -1.1297 -2.9723
S -1.5295 -2.5290 -3.3290
H -2.8222 -0.3530 -4.0566
H -0.4713 -1.9289 -2.8090
```

Values from the calculation:
E_LUMO in eV: 0.4
ΔE to the lowest compared entry with this formula, charge and spin in kJ/mol: 88.9
Highest occupied orbital energy in Eh: -0.328
Structure (SMILES): CNC.SS
Total charge: 0
E_tot in eV: -25379.7930

***

- Look up the total charge of the ninth one.
  0